Here is a structure of composition C24H29BiFN5O11Se from OMol25. Energies are from ωB97M-V/def2-TZVPD.

XYZ file:
```
72
Properties=species:S:1:pos:R:3:mulliken_charge:R:1
Bi -0.20218 0.60264 -1.02443 1.50
O -0.56308 3.87904 -3.08999 -0.68
C 0.02078 2.83685 -3.28846 0.01
O -0.43218 1.64559 -2.95603 -0.73
C 1.38453 2.81656 -3.98582 -0.11
C 1.56629 1.63882 -4.96211 0.08
C 2.74577 1.94438 -5.89546 -0.99
C 3.94701 1.70621 -4.94429 -0.99
C 3.22485 1.31133 -3.64973 -0.16
O 2.08760 0.59219 -4.13686 -0.47
C 2.59975 2.56504 -3.01275 0.25
C 2.12870 2.35608 -1.58443 -0.36
O 1.98304 3.26874 -0.80380 -0.60
O 1.84340 1.09003 -1.28322 -0.54
H 1.49372 3.77842 -4.48252 0.56
H 0.65061 1.30491 -5.44190 0.61
H 2.76045 1.25084 -6.73500 0.33
H 2.70441 2.95878 -6.29070 0.38
H 4.57024 0.88421 -5.29303 0.35
H 4.57894 2.58476 -4.81703 0.36
H 3.78579 0.68555 -2.96169 0.69
H 3.27001 3.42270 -3.01867 0.66
C 0.94296 -3.65338 -0.12225 -0.91
N -0.35524 -3.63517 -0.78986 0.44
C -1.41999 -4.43729 -0.46333 -0.52
C -2.44746 -4.08279 -1.26480 -0.58
N -1.99418 -3.06868 -2.07324 0.37
C -2.82978 -2.32738 -3.00289 -0.83
C -0.71591 -2.79190 -1.76536 -0.11
Se 0.39331 -1.51966 -2.61799 -0.32
H 1.07211 -4.63118 0.33550 0.32
H 0.99191 -2.86762 0.62433 0.26
H 1.72555 -3.47868 -0.85463 0.35
H -1.35632 -5.17366 0.31629 0.47
H -3.45443 -4.45358 -1.32605 0.49
H -3.56401 -1.75091 -2.44206 0.28
H -3.33092 -3.02229 -3.67357 0.36
H -2.20077 -1.65302 -3.57654 0.27
F 1.83119 -0.10439 6.41329 -0.34
C 1.41562 0.59356 5.35396 0.45
C 2.05242 0.52109 4.17995 -0.08
N 1.65125 1.23318 3.07324 0.25
C 2.33429 1.00617 1.79533 -1.31
C 1.89413 -0.35557 1.23939 0.69
O 2.67191 -1.29145 1.21000 -0.72
O 0.63506 -0.39666 0.90942 -0.12
C 0.51916 2.01615 3.09514 0.34
O 0.05927 2.58934 2.13011 -0.63
N -0.09731 2.08514 4.33827 0.06
C 0.23539 1.42640 5.52194 0.16
O -0.43540 1.54337 6.52139 -0.63
H 2.91579 -0.11671 4.04396 0.43
H 3.40965 1.03602 1.95623 0.32
H 2.04028 1.80400 1.11734 0.40
H -0.89359 2.70557 4.38319 0.23
O -1.71653 -2.47648 1.86241 -0.43
C -2.02232 -1.30073 1.34821 -0.94
O -2.19810 -1.13785 0.15333 -0.65
C -2.14096 -0.17910 2.37828 3.27
N -2.04801 -0.76331 3.72816 -0.64
C -3.37568 -0.66740 4.38355 -0.75
C -4.34772 -0.33401 3.25205 -0.61
C -3.49989 0.51894 2.30972 -0.98
H -1.31214 0.49752 2.17022 -1.03
H -1.33814 -0.30457 4.27933 0.18
H -1.65983 -2.28371 2.83890 0.47
H -3.37307 0.12333 5.13774 0.32
H -3.62165 -1.60421 4.88282 0.36
H -5.23769 0.17831 3.61262 0.46
H -4.66910 -1.24828 2.74608 0.23
H -3.40145 1.53504 2.69621 0.38
H -3.88211 0.57480 1.29258 0.39
```

Computed properties:
frontier orbital gap: 0.3215 Eh
E_tot: -129239.02823 eV
relative energy (zero: lowest compared OMol25 entry of this formula, charge and spin): 16.45 kcal per mole
F_max: 0.233 eV/Å
multiplicity: 1

***

Here is a structure of composition C24H29ClIrN7O2S from OMol25. Energies are from ωB97M-V/def2-TZVPD.

XYZ file:
```
65
Properties=species:S:1:pos:R:3:nbo_charge:R:1
Ir -0.07495 -0.85699 0.35499 1.41
C -1.61096 3.20549 2.00113 -0.69
C -1.14538 2.04061 1.17975 0.20
N -0.31590 1.14813 1.60031 -0.25
N 0.12128 1.28115 2.87618 -0.47
C 1.01701 0.38174 3.25273 0.28
N 1.42397 0.51440 4.53360 -0.78
S 1.77736 -0.83449 2.30299 -0.15
C -1.67990 1.87214 -0.19614 0.16
C -2.55756 2.80321 -0.73900 -0.23
C -3.03953 2.61461 -2.02507 -0.13
C -2.62701 1.50590 -2.74148 -0.25
C -1.75794 0.61928 -2.13156 0.08
N -1.30147 0.79108 -0.89191 -0.48
H -1.06757 3.23838 2.93797 0.27
H -2.67662 3.11879 2.22564 0.24
H -1.46994 4.14351 1.46036 0.22
H 0.87813 1.10828 5.13686 0.41
H 1.92042 -0.25406 4.95008 0.41
H -2.86531 3.65962 -0.15908 0.23
H -3.72799 3.32766 -2.45922 0.23
H -2.97437 1.31685 -3.74721 0.24
H -1.40978 -0.26598 -2.64693 0.22
C 3.42547 1.96155 0.99923 -0.47
N 2.67184 2.63572 -0.02924 0.03
C 2.41462 4.04698 0.13826 -0.45
C 1.77907 1.88310 -0.88840 -0.32
C 2.32231 0.54108 -1.28912 -0.03
C 3.45216 0.51910 -2.10725 -0.24
C 4.07065 -0.68037 -2.41335 -0.20
C 3.56214 -1.85506 -1.87083 -0.22
C 2.43097 -1.81530 -1.06869 -0.17
C 1.74365 -0.62152 -0.76910 -0.42
H 4.30364 2.55138 1.25779 0.24
H 3.69512 0.96090 0.68134 0.27
H 2.77132 1.88145 1.87944 0.28
H 3.28039 4.54012 0.57242 0.24
H 1.56478 4.14896 0.82430 0.25
H 2.15573 4.49539 -0.81790 0.24
H 1.49680 2.52330 -1.72753 0.23
H 0.88407 1.73236 -0.26445 0.29
H 3.85017 1.44757 -2.50734 0.21
H 4.94366 -0.69796 -3.05208 0.23
H 4.05289 -2.79992 -2.06828 0.23
H 2.07559 -2.74539 -0.63495 0.21
Cl -0.34316 -2.99211 4.82103 -0.04
C -1.50466 -3.28055 3.49327 -0.46
C -1.04757 -2.51986 2.27197 0.77
O -0.23796 -3.03330 1.48245 -0.65
O -1.49879 -1.33198 2.09436 -0.77
H -2.47218 -2.92350 3.82963 0.23
H -1.51821 -4.34709 3.29537 0.24
N -3.32511 -1.91362 -0.15310 -0.80
C -2.59734 -2.59714 -1.08215 0.41
C -3.23131 -3.53143 -1.92308 -0.29
C -2.50279 -4.16508 -2.89366 -0.12
C -1.14535 -3.86328 -3.03879 -0.30
C -0.60113 -2.94256 -2.18376 0.07
N -1.29272 -2.31212 -1.21355 -0.57
H -4.26094 -2.23787 0.01876 0.40
H -2.84907 -1.51629 0.64828 0.42
H -4.28433 -3.73858 -1.78377 0.22
H -2.97788 -4.89175 -3.53982 0.23
H -0.53320 -4.33014 -3.79597 0.23
H 0.44061 -2.66446 -2.26672 0.21
```

Computed properties:
expectation value of S²: 8.769
frontier orbital gap (alpha / beta): 0.2249 / 0.1749 Eh
total charge: +1
E_tot: -66071.69867 eV
F_max: 0.566 eV/Å
multiplicity: 6

***

Here is a structure of composition C24H29F3N4O in a non-equilibrium geometry from OMol25. Energies are from ωB97M-V/def2-TZVPD.

XYZ file:
```
61
Properties=species:S:1:pos:R:3:nbo_charge:R:1
O -3.00085 -2.21730 -1.48452 -0.59
C -3.08369 -1.04265 -1.35806 0.69
N -2.05070 -0.06261 -1.32364 -0.45
C -2.20920 1.22395 -1.00747 -0.21
H -3.26591 1.41598 -1.01163 0.22
C -1.52749 1.45908 0.34910 -0.42
C -0.12539 0.92406 0.32791 -0.33
H 0.48617 1.23663 0.97155 0.19
H 0.41426 1.63526 -0.72554 0.08
C -0.01170 -0.49147 -0.19888 0.08
N 1.18588 -0.89224 -0.27713 -0.54
C 1.75154 -1.34100 0.86944 -0.19
H 1.12923 -2.09256 1.49622 0.23
C 3.02743 -2.33519 0.76188 -0.21
N 3.98250 -1.84328 -0.28012 -0.46
C 4.97982 -1.14426 0.48694 0.10
C 5.57978 -0.11562 -0.19817 -0.26
C 6.62067 0.64340 0.33904 -0.11
C 7.42463 0.34529 1.32032 -0.25
C 6.81216 -0.86542 2.10947 -0.14
C 5.69384 -1.57868 1.40500 -0.24
H 5.30372 -2.38683 2.13840 0.20
H 7.33969 -1.18721 2.91980 0.20
H 8.11790 0.80914 1.94335 0.23
C 7.10320 2.11042 -0.69379 1.05
F 7.46375 1.74006 -1.76310 -0.25
F 6.16503 2.71472 -0.44660 -0.25
F 8.23984 2.66086 0.04156 -0.41
H 4.98801 0.43278 -1.00869 0.20
C 3.39480 -1.48495 -1.32520 -0.16
H 4.10904 -0.93838 -2.14264 0.21
C 2.18906 -0.47535 -1.28301 -0.22
H 1.78610 -0.15717 -2.08833 0.20
H 2.60968 0.34121 -0.72549 0.17
H 2.90110 -2.42149 -1.82750 0.19
H 3.49053 -2.50601 1.71367 0.22
H 2.63677 -3.31010 0.06298 0.18
H 2.25798 -0.53244 1.76478 0.12
C -0.87572 -0.59337 -1.46592 -0.23
H -1.02262 -1.56801 -1.64351 0.24
H -0.31921 -0.16188 -2.14904 0.17
H -0.73082 -0.90570 0.84058 0.15
H -1.58586 2.57707 0.52231 0.22
H -1.99862 0.90197 1.16835 0.20
H -1.91882 1.87375 -1.88572 0.19
C -4.48347 -0.55225 -1.15940 -0.50
H -4.69414 0.35112 -1.62441 0.21
C -4.81704 -0.46411 0.38838 -0.43
C -6.19464 0.55199 0.40895 0.29
N -6.24368 1.84453 0.44238 -0.49
C -7.17634 2.56628 0.44466 0.09
C -8.44053 2.03434 0.66467 -0.28
C -8.39590 0.67672 0.73833 -0.15
C -7.37816 -0.24854 0.83170 -0.27
H -7.38061 -1.30756 0.93810 0.24
H -9.50527 0.25503 1.22025 0.18
H -9.34955 2.57469 0.72344 0.22
H -7.13098 3.59087 0.44297 0.17
H -4.11393 0.33188 0.85411 0.21
H -4.88539 -1.31191 1.10805 0.24
H -5.26788 -1.28749 -1.66109 0.23
```

Computed properties:
frontier orbital gap: 0.3013 Eh
E_tot: -41501.21768 eV
relative energy (zero: lowest compared OMol25 entry of this formula, charge and spin): 445.26 kcal per mole
F_max: 17.625 eV/Å
multiplicity: 1

***

Here is the molecule C24H29FN4O4 from OMol25. Energies are from ωB97M-V/def2-TZVPD.

XYZ file:
```
62
Properties=species:S:1:pos:R:3:nbo_charge:R:1
C 0.67060 -3.03250 -2.18191 -0.65
C 0.55389 -1.56854 -2.46680 0.06
C -0.18985 -1.11085 -3.55233 -0.28
C -0.23286 0.24744 -3.80455 0.06
N 0.38420 1.14525 -3.05844 -0.46
C 1.06088 0.71671 -2.00048 0.39
N 1.65505 1.75481 -1.27916 -0.61
C 2.14234 1.73558 -0.01780 0.71
O 2.15389 0.74633 0.69655 -0.67
C 2.62309 3.08412 0.47922 -0.48
C 1.53074 3.66231 1.39741 -0.48
C 0.20799 3.61975 0.64225 0.68
O 0.07785 4.30939 -0.35867 -0.66
N -0.78780 2.80518 1.05320 -0.42
C -0.80383 1.95158 2.22274 -0.30
C -1.35878 0.54943 1.90928 0.70
O -2.51367 0.25473 2.15205 -0.65
N -0.44282 -0.30146 1.43189 -0.63
C -0.80468 -1.63170 1.00914 -0.25
C 0.19316 -2.69523 1.38586 -0.04
C -0.21317 -4.02588 1.33193 -0.19
C 0.66244 -5.05403 1.62395 -0.28
C 1.96159 -4.73608 1.97685 0.39
F 2.82769 -5.73307 2.26297 -0.33
C 2.39454 -3.42621 2.04188 -0.28
C 1.50438 -2.40747 1.74396 -0.20
C -2.04038 2.89550 0.31248 -0.26
C -1.96789 2.17949 -1.04953 0.09
C -3.24900 2.37600 -1.86340 -0.42
C -4.12892 1.23438 -1.35876 -0.44
C -3.10526 0.15338 -0.99235 -0.08
O -1.82938 0.77807 -0.90099 -0.56
C 1.19277 -0.62828 -1.67174 -0.30
H 1.18306 -3.53014 -3.00460 0.23
H -0.31635 -3.48297 -2.08879 0.22
H 1.22547 -3.21184 -1.26494 0.23
H -0.71301 -1.80571 -4.19128 0.22
H -0.78182 0.64591 -4.64771 0.19
H 1.51994 2.65604 -1.72474 0.44
H 3.54545 2.95113 1.04576 0.24
H 2.79979 3.76355 -0.35344 0.23
H 1.75429 4.71159 1.59753 0.25
H 1.51522 3.12663 2.34187 0.22
H -1.45479 2.39519 2.98799 0.21
H 0.19704 1.82959 2.63092 0.22
H 0.46085 0.04606 1.13054 0.43
H -0.93798 -1.63910 -0.08159 0.21
H -1.77362 -1.85422 1.46653 0.24
H -1.23132 -4.25792 1.05618 0.21
H 0.35314 -6.08646 1.58486 0.23
H 3.41406 -3.21140 2.32065 0.23
H 1.85091 -1.38803 1.79236 0.23
H -2.82846 2.45675 0.92345 0.22
H -2.24979 3.95328 0.12827 0.22
H -1.08541 2.53845 -1.58513 0.22
H -3.02394 2.24420 -2.92182 0.21
H -3.69123 3.35739 -1.71386 0.22
H -4.68627 1.54206 -0.47451 0.21
H -4.83486 0.88585 -2.10930 0.22
H -3.03370 -0.62014 -1.76647 0.17
H -3.34477 -0.32005 -0.03541 0.20
H 1.78323 -0.93367 -0.82470 0.25
```

Computed properties:
frontier orbital gap: 0.3547 Eh
E_tot: -42228.96019 eV
relative energy (zero: lowest compared OMol25 entry of this formula, charge and spin): 0.00 kcal per mole
SMILES: Cc1ccnc(NC(=O)CCC(=O)N(CC(=O)NCc2ccc(F)cc2)C[C@@H]2CCCO2)c1
F_max: 0.595 eV/Å
multiplicity: 1